Computed, not measured: a structure of composition C31H28ClNOPPbS at a distorted geometry, with ωB97M-V with the def2-TZVPD basis set.

```
! RIJCOSX wB97M-V def2-TZVPD def2/J DEFGRID3
* xyz 3 1
Pb -0.205 -0.023 0.220
Cl -0.305 -2.482 -0.068
C 0.052 2.137 0.370
O 0.144 3.259 0.520
P -0.013 0.246 -2.410
C -1.601 -0.152 -3.050
C 0.450 1.865 -2.886
C 1.223 -0.940 -2.845
C 1.651 2.025 -3.586
C 1.962 3.280 -4.093
C 1.095 4.364 -3.900
C -0.098 4.186 -3.187
C -0.432 2.942 -2.667
H 2.312 1.172 -3.736
H 2.888 3.409 -4.646
H 1.350 5.344 -4.303
H -0.777 5.024 -3.032
H -1.356 2.797 -2.109
C -2.550 -0.986 -2.421
C -3.725 -1.292 -3.104
C -3.962 -0.772 -4.384
C -3.011 0.062 -4.985
C -1.831 0.376 -4.325
H -2.353 -1.397 -1.436
H -4.462 -1.943 -2.634
H -4.886 -1.014 -4.910
H -3.188 0.475 -5.978
H -1.093 1.035 -4.783
C 1.015 -1.628 -4.042
C 2.012 -2.475 -4.512
C 3.201 -2.645 -3.792
C 3.392 -1.961 -2.582
C 2.408 -1.109 -2.089
H 0.080 -1.491 -4.590
H 1.854 -3.010 -5.447
H 3.976 -3.314 -4.168
H 4.315 -2.093 -2.018
H 2.535 -0.593 -1.136
H -3.099 -3.844 -0.201
H -2.463 -4.246 -0.247
N 0.509 -0.248 2.239
S -0.750 -0.432 3.345
C -0.021 -1.692 4.315
C 1.321 -1.651 4.716
C 1.808 -2.683 5.540
C 0.977 -3.742 5.930
C -0.362 -3.776 5.489
C -0.859 -2.763 4.674
C -0.526 1.158 4.153
C -0.978 2.317 3.501
C -0.823 3.557 4.129
C -0.214 3.643 5.391
C 0.242 2.478 6.022
C 0.093 1.223 5.406
H 1.423 -0.770 2.390
H 1.979 -0.840 4.438
H 2.840 -2.653 5.883
H 1.355 -4.536 6.565
H -1.011 -4.589 5.780
H -1.889 -2.772 4.323
H -1.463 2.257 2.537
H -1.189 4.452 3.641
H -0.102 4.605 5.879
H 0.701 2.531 6.998
H 0.434 0.338 5.908
*
```

Kohn-Sham gap = 4.96 eV
Lowest unoccupied orbital energy = -12.202 eV
Total energy = -74001.4357 eV

These are the Mulliken partial charges, in e, on atoms 1 to 4:
1 Pb 1.15
2 Cl -0.36
3 C 0.14
4 O -0.06

***

Computed, not measured: a structure of composition C33H55FN6PSiTi at a distorted geometry, with ωB97M-V with the def2-TZVPD basis set.

```
! RIJCOSX wB97M-V def2-TZVPD def2/J DEFGRID3
* xyz 0 2
Ti 0.912 -1.599 0.079
C -0.717 -2.778 2.621
N 0.603 -2.706 2.017
C 1.145 -4.090 1.858
C 1.502 -1.989 2.956
C 2.727 -1.505 2.263
C 3.869 -1.206 3.035
C 5.064 -0.795 2.438
C 5.145 -0.837 1.058
C 4.060 -1.302 0.300
C 2.827 -1.533 0.915
H -0.677 -3.326 3.600
H -1.457 -3.377 2.041
H -1.051 -1.795 2.967
H 0.684 -4.787 2.536
H 2.251 -4.077 2.042
H 0.966 -4.498 0.878
H 1.750 -2.716 3.774
H 0.973 -1.152 3.425
H 3.795 -1.233 4.090
H 5.919 -0.372 3.067
H 6.055 -0.567 0.494
H 4.117 -1.456 -0.765
C 0.785 -1.101 -4.372
Si 2.123 -1.548 -3.154
C 3.157 -0.056 -2.662
C 3.242 -2.883 -3.801
N 1.231 -2.229 -1.691
C 0.265 -3.167 -2.117
C 0.595 -4.303 -2.961
C -0.438 -5.210 -3.261
C -1.729 -5.094 -2.671
C -1.985 -4.109 -1.672
C -0.985 -3.199 -1.464
F -1.019 -2.473 -0.202
H 0.438 -0.056 -4.196
H -0.084 -1.733 -4.102
H 0.997 -1.259 -5.406
H 2.904 0.851 -3.263
H 4.228 -0.205 -2.878
H 3.056 0.203 -1.603
H 4.122 -2.491 -4.344
H 2.727 -3.613 -4.463
H 3.789 -3.421 -2.986
H 1.604 -4.519 -3.411
H -0.268 -6.082 -3.914
H -2.534 -5.658 -3.115
H -2.867 -4.173 -1.032
N 0.260 0.091 0.315
P -0.844 1.229 0.520
N -0.547 2.448 -0.613
C 0.843 2.667 -0.964
C 1.226 4.090 -1.141
C 0.399 4.770 -2.319
C -1.084 4.170 -2.384
C -1.465 3.638 -0.986
N -0.861 1.713 2.133
C -1.890 2.723 2.564
C -1.363 4.111 2.920
C -0.256 3.985 3.981
C 0.809 2.921 3.603
C 0.276 1.589 3.013
N -2.403 0.802 0.211
C -2.949 0.581 -1.111
C -4.433 1.021 -1.213
C -5.274 0.254 -0.189
C -4.665 0.298 1.190
C -3.170 -0.014 1.201
H 1.037 2.207 -1.963
H 1.518 2.193 -0.226
H 2.295 4.147 -1.406
H 1.020 4.676 -0.257
H 0.941 4.512 -3.240
H 0.468 5.866 -2.338
H -1.216 3.389 -3.093
H -1.740 5.007 -2.641
H -2.483 3.310 -0.941
H -1.345 4.440 -0.252
H -2.389 2.302 3.432
H -2.679 2.775 1.804
H -2.185 4.697 3.370
H -0.997 4.649 2.021
H -0.745 3.673 4.898
H 0.178 4.973 4.240
H 1.427 2.685 4.485
H 1.562 3.433 2.902
H -0.072 0.990 3.857
H 1.073 1.093 2.431
H -2.913 -0.497 -1.269
H -2.326 1.048 -1.854
H -4.692 0.876 -2.263
H -4.587 2.093 -1.093
H -5.457 -0.735 -0.555
H -6.298 0.630 -0.165
H -5.188 -0.454 1.813
H -4.752 1.274 1.661
H -3.129 -1.017 0.769
H -2.749 -0.099 2.190
*
```

Kohn-Sham gap (alpha / beta) = 5.95 / 7.87 eV
Lowest unoccupied orbital energy (alpha / beta) = 0.519 / 0.519 eV
Total energy = -87054.5667 eV
Energy relative to the best compared isomer or geometry (same formula, charge and spin) = 0.649 eV

These are the Mulliken partial charges, in e, on atoms 1 to 4:
1 Ti -0.81
2 C -1.10
3 N 0.85
4 C -1.12

***

Computed, not measured: a cluster of 2 separate species, C3H8N3S in total at a distorted geometry, with ωB97M-V with the def2-TZVPD basis set.

```
! RIJCOSX wB97M-V def2-TZVPD def2/J DEFGRID3
* xyz 1 1
C 0.198 -0.435 -0.144
C 1.372 0.063 2.042
C 1.724 -1.318 2.472
N 0.662 0.040 0.845
N -0.497 -0.644 -1.157
N -1.918 1.241 -2.498
S 2.407 -1.779 3.882
H 0.506 0.615 2.638
H 2.316 0.622 2.003
H 1.385 -2.104 1.738
H -1.506 0.422 -1.926
H -0.230 -1.319 -1.825
H -1.301 1.630 -3.088
H -2.355 2.032 -1.926
H -2.763 0.935 -3.056
*
```

Kohn-Sham gap = 7.95 eV
Lowest unoccupied orbital energy = -3.715 eV
Total energy = -18537.4606 eV
Energy relative to the best compared isomer or geometry (same formula, charge and spin) = 2.045 eV

These are the Mulliken partial charges, in e, on atoms 1 to 4:
1 C 0.40
2 C -0.05
3 C -0.25
4 N -0.12

***

Computed, not measured: the ion C5H12FN2 with charge +1 at a distorted geometry, with ωB97M-V with the def2-TZVPD basis set.

```
! RIJCOSX wB97M-V def2-TZVPD def2/J DEFGRID3
* xyz 1 1
C -1.468 -1.510 1.672
C -1.490 -0.495 0.795
C -2.608 0.522 0.784
N -0.576 -0.507 -0.295
F -1.164 -0.381 -1.466
C 0.404 0.707 -0.262
N 1.393 0.232 -1.405
C 2.300 -0.868 -1.247
H -0.713 -2.301 1.837
H -2.211 -1.654 2.396
H -3.209 0.510 -0.030
H -2.065 1.479 0.764
H -3.299 0.302 1.634
H 0.801 0.611 0.696
H 0.220 1.679 -0.584
H 2.043 0.980 -1.485
H 0.703 0.127 -2.234
H 3.035 -0.853 -2.056
H 2.861 -0.661 -0.361
H 1.825 -1.785 -1.047
*
```

SMILES = C=C(C)N(F)C[NH2+]C
Kohn-Sham gap = 10.08 eV
Lowest unoccupied orbital energy = -3.312 eV
Total energy = -11066.3889 eV
Energy relative to the best compared isomer or geometry (same formula, charge and spin) = 3.777 eV

These are the Mulliken partial charges, in e, on atoms 1 to 4:
1 C -0.99
2 C 0.66
3 C -1.08
4 N 0.06

***

Computed, not measured: a structure of composition H14HgO7 at a distorted geometry, with ωB97M-V with the def2-TZVPD basis set.

```
! RIJCOSX wB97M-V def2-TZVPD def2/J DEFGRID3
* xyz 1 2
Hg -6.242 18.014 9.984
O -7.470 18.575 11.837
H -8.265 18.108 12.094
H -7.392 19.285 12.474
O -7.274 19.931 9.076
H -6.952 20.588 8.459
H -8.165 20.213 9.284
O -4.884 16.301 8.868
H -5.036 15.396 9.142
H -4.012 16.288 8.474
O -4.535 18.757 11.581
H -4.363 18.864 12.517
H -3.956 18.044 11.311
O -7.885 16.728 8.950
H -7.929 16.177 8.169
H -8.741 16.626 9.365
O -4.507 19.186 8.677
H -4.080 18.789 7.918
H -4.076 20.035 8.779
O -5.987 16.227 11.550
H -5.581 15.412 11.255
H -6.324 16.025 12.423
*
```

Kohn-Sham gap (alpha / beta) = 5.56 / 10.99 eV
Lowest unoccupied orbital energy (alpha / beta) = -2.488 / -3.402 eV
Total energy = -18726.3409 eV
Energy relative to the best compared isomer or geometry (same formula, charge and spin) = 0.000 eV

These are the Mulliken partial charges, in e, on atoms 1 to 4:
1 Hg 0.58
2 O -0.42
3 H 0.25
4 H 0.23

***

Computed, not measured: a structure of composition C3H5N3O, with ωB97M-V with the def2-TZVPD basis set.

```
! RIJCOSX wB97M-V def2-TZVPD def2/J DEFGRID3
* xyz 0 1
N 1.999 0.035 0.244
C 0.627 0.149 -0.008
C -0.178 1.309 0.209
N -1.443 0.752 0.201
C -1.503 -0.639 0.117
O -2.481 -1.353 0.133
N -0.174 -1.000 -0.015
H 2.516 -0.440 -0.486
H 2.401 0.946 0.426
H 0.393 0.901 -1.002
H -2.290 1.296 0.220
H 0.132 -1.957 -0.038
*
```

Kohn-Sham gap = 9.77 eV
Lowest unoccupied orbital energy = 0.553 eV
Total energy = -9708.0699 eV
Energy relative to the best compared isomer or geometry (same formula, charge and spin) = 2.514 eV

These are the Mulliken partial charges, in e, on atoms 1 to 4:
1 N -0.61
2 C 0.78
3 C -0.78
4 N 0.05

***

Computed, not measured: a structure of composition C24H14Cl7N3O2Y at a distorted geometry, with ωB97M-V with the def2-TZVPD basis set.

```
! RIJCOSX wB97M-V def2-TZVPD def2/J DEFGRID3
* xyz -1 1
Y 0.443 -0.585 0.652
C -0.171 -2.048 4.099
C 0.087 -0.650 4.337
C -0.488 0.330 3.612
C -1.481 0.072 2.493
C -1.397 -1.401 2.076
C -0.905 -2.367 2.995
H 0.271 -2.808 4.728
H 0.777 -0.373 5.129
H -0.301 1.373 3.845
H -2.485 0.363 2.802
H -2.179 -1.719 1.387
H -1.066 -3.415 2.765
O 1.649 -1.336 -1.228
N 1.267 -0.963 -2.385
N 0.061 -0.549 -2.426
O -0.731 -0.486 -1.383
C -0.388 0.028 -3.658
C 0.088 -0.438 -4.873
C -0.357 0.161 -6.041
C -1.275 1.202 -5.991
C -1.754 1.643 -4.764
C -1.316 1.054 -3.588
H 0.800 -1.251 -4.891
H 0.008 -0.196 -6.995
H -1.620 1.663 -6.907
H -2.474 2.449 -4.717
H -1.684 1.372 -2.622
Cl 0.978 -3.801 0.713
C 2.360 -3.013 1.449
C 2.294 -1.638 1.567
C 3.436 -1.024 2.034
Cl 3.405 0.731 2.064
C 4.573 -1.711 2.440
Cl 5.959 -0.873 3.043
C 4.578 -3.101 2.342
Cl 5.964 -3.999 2.844
C 3.466 -3.765 1.823
Cl 3.479 -5.485 1.654
Cl -4.173 1.701 1.713
C -2.898 2.462 0.782
C -3.294 3.574 0.059
C -2.430 4.248 -0.788
C -1.134 3.761 -0.912
C -0.757 2.657 -0.190
Cl 0.897 2.092 -0.402
C -1.578 1.922 0.730
N -1.010 0.881 1.334
H -4.320 3.902 0.162
H -2.758 5.116 -1.342
H -0.416 4.236 -1.568
*
```

Kohn-Sham gap = 5.98 eV
Lowest unoccupied orbital energy = 2.472 eV
Total energy = -122381.0883 eV
Energy relative to the best compared isomer or geometry (same formula, charge and spin) = 0.999 eV

These are the Mulliken partial charges, in e, on atoms 1 to 4:
1 Y 1.26
2 C -0.69
3 C -0.26
4 C -0.69

***

Computed, not measured: the ion H4NO4PSi with charge -2 at a distorted geometry, with ωB97M-V with the def2-TZVPD basis set.

```
! RIJCOSX wB97M-V def2-TZVPD def2/J DEFGRID3
* xyz -2 1
N -1.822 -0.708 0.270
O 0.962 1.337 -0.512
O 2.683 0.489 1.102
O 2.443 -0.682 -1.181
O 0.391 -0.745 0.466
Si -0.541 0.434 -0.207
P 1.824 0.077 -0.046
H -2.625 -0.353 0.766
H -1.290 1.563 0.378
H -0.740 0.064 -1.686
H -1.285 -1.477 0.649
*
```

Kohn-Sham gap = 7.15 eV
Lowest unoccupied orbital energy = 6.986 eV
Total energy = -26915.1951 eV
Energy relative to the best compared isomer or geometry (same formula, charge and spin) = 0.566 eV

These are the Mulliken partial charges, in e, on atoms 1 to 4:
1 N -0.54
2 O -0.39
3 O -0.81
4 O -0.79

***

Computed, not measured: a cluster of 2 separate species, C19H28N3O3P in total, with ωB97M-V with the def2-TZVPD basis set.

```
! RIJCOSX wB97M-V def2-TZVPD def2/J DEFGRID3
* xyz 2 1
C -6.353 -0.180 3.918
C -6.910 0.767 2.849
P -6.344 0.741 1.073
C -5.269 -0.754 0.859
C -5.096 2.126 1.091
O -4.648 2.344 -0.290
C -3.319 2.458 -0.356
O -2.726 2.819 -1.333
C -2.708 1.932 0.922
N -1.426 2.521 1.235
C -3.800 2.126 1.956
O -3.779 1.215 3.029
H -5.960 -1.110 3.502
H -7.148 -0.462 4.610
H -5.559 0.293 4.496
H -7.991 0.628 2.772
H -6.772 1.806 3.171
H -4.248 -0.472 0.588
H -5.670 -1.340 0.031
H -5.230 -1.398 1.739
H -5.700 3.005 1.342
H -2.657 0.848 0.699
H -0.671 1.986 0.823
H -1.268 2.501 2.238
H -3.679 3.116 2.411
H -3.468 0.356 2.720
C 0.040 1.549 -2.520
N 1.272 0.768 -2.248
C 2.303 1.385 -1.646
C 3.476 0.714 -1.387
C 3.591 -0.626 -1.751
C 2.509 -1.245 -2.368
C 1.360 -0.520 -2.607
C 4.850 -1.378 -1.493
C 4.834 -2.572 -0.779
C 6.016 -3.249 -0.566
N 7.177 -2.775 -1.041
C 7.217 -1.622 -1.730
C 6.070 -0.900 -1.968
C 8.440 -3.523 -0.825
H 0.312 2.415 -3.119
H -0.410 1.880 -1.585
H -0.665 0.932 -3.067
H 2.156 2.425 -1.388
H 4.284 1.242 -0.900
H 2.551 -2.277 -2.688
H 0.497 -0.947 -3.098
H 3.918 -2.979 -0.373
H 6.059 -4.177 -0.014
H 8.188 -1.304 -2.082
H 6.139 0.019 -2.533
H 9.150 -2.876 -0.316
H 8.835 -3.832 -1.790
H 8.232 -4.395 -0.215
*
```

Kohn-Sham gap = 4.01 eV
Lowest unoccupied orbital energy = -7.805 eV
Total energy = -40043.3849 eV
Energy relative to the best compared isomer or geometry (same formula, charge and spin) = 0.000 eV

These are the Mulliken partial charges, in e, on atoms 1 to 4:
1 C -0.89
2 C -0.56
3 P -0.06
4 C -0.82

***

Computed, not measured: an isolated molecule of C2H4F3NS at a distorted geometry, with ωB97M-V with the def2-TZVPD basis set.

```
! RIJCOSX wB97M-V def2-TZVPD def2/J DEFGRID3
* xyz 0 1
C -1.104 0.558 0.234
N -0.047 -0.270 -0.358
S -0.271 -1.913 -0.019
C 1.334 0.179 -0.117
F 1.612 0.435 1.251
F 2.221 -0.696 -0.588
F 1.542 1.279 -0.794
H -1.965 0.554 -0.343
H -1.234 0.289 1.305
H -0.724 1.570 0.231
H -1.365 -1.984 -0.800
*
```

SMILES = CN(S)C(F)(F)F
Kohn-Sham gap = 9.80 eV
Lowest unoccupied orbital energy = 0.693 eV
Total energy = -22616.0979 eV
Energy relative to the best compared isomer or geometry (same formula, charge and spin) = 0.142 eV

These are the Mulliken partial charges, in e, on atoms 1 to 4:
1 C -0.89
2 N -0.17
3 S -0.16
4 C 0.80

***

Computed, not measured: a structure of composition C19H19N3Pt at a distorted geometry, with ωB97M-V with the def2-TZVPD basis set.

```
! RIJCOSX wB97M-V def2-TZVPD def2/J DEFGRID3
* xyz 2 1
Pt -0.728 0.074 0.430
C -0.482 0.555 4.132
C -1.293 0.538 2.885
C -1.783 1.736 2.329
C -2.751 1.728 1.316
C -3.240 0.520 0.810
C -2.677 -0.695 1.255
C -1.704 -0.684 2.294
H 0.113 1.459 4.220
H 0.156 -0.321 4.224
H -1.168 0.542 4.984
H -1.493 2.682 2.766
H -3.187 2.663 0.992
H -4.077 0.517 0.125
H -3.110 -1.636 0.931
H -1.406 -1.624 2.748
N 1.400 0.912 0.403
C 2.215 -0.277 0.524
C 1.635 -1.501 0.192
C 2.374 -2.668 0.239
C 3.718 -2.600 0.594
C 4.286 -1.390 0.966
C 3.541 -0.223 0.932
H 1.648 1.588 1.133
H 1.597 1.364 -0.496
H 0.562 -1.503 -0.113
H 1.934 -3.618 -0.028
H 4.317 -3.498 0.583
H 5.315 -1.354 1.284
H 3.985 0.718 1.221
N -0.563 0.612 -7.055
C -0.662 0.597 -5.918
C -0.765 0.549 -4.498
C -1.019 -0.667 -3.861
C -1.073 -0.689 -2.480
N -0.879 0.403 -1.737
C -0.675 1.574 -2.342
C -0.610 1.698 -3.719
H -1.161 -1.573 -4.432
H -1.285 -1.615 -1.956
H -0.568 2.443 -1.704
H -0.435 2.661 -4.173
*
```

Kohn-Sham gap (alpha / beta) = 6.14 / 6.14 eV
Lowest unoccupied orbital energy (alpha / beta) = -9.104 / -9.132 eV
Total energy = -27710.9391 eV

These are the Mulliken partial charges, in e, on atoms 1 to 4:
1 Pt 1.00
2 C -1.71
3 C 0.89
4 C -0.34

***

Computed, not measured: a structure of composition C6H6AuCl2LaN2O3 at a distorted geometry, with ωB97M-V with the def2-TZVPD basis set.

```
! RIJCOSX wB97M-V def2-TZVPD def2/J DEFGRID3
* xyz 4 3
La -1.443 6.117 1.302
Au -0.181 0.443 -1.719
Cl -0.844 3.795 2.025
Cl 2.934 8.302 0.239
C -0.286 -0.941 -3.047
C -2.971 6.457 -0.458
C -0.497 6.009 -0.817
O -0.301 -1.953 -3.603
O -3.582 6.663 -1.443
O -0.351 5.997 -1.978
C -0.377 -4.520 0.671
N 0.680 -3.495 0.634
C 1.898 -3.707 1.411
C 0.427 -2.319 0.124
N 0.204 -1.219 -0.216
H 0.080 -5.439 1.052
H -0.786 -4.683 -0.341
H -1.200 -4.230 1.343
H 2.767 -3.368 0.833
H 1.872 -3.132 2.360
H 1.956 -4.776 1.627
*
```

Kohn-Sham gap (alpha / beta) = 5.65 / 4.76 eV
Lowest unoccupied orbital energy (alpha / beta) = -15.536 / -15.923 eV
Total energy = -44988.3973 eV

These are the Mulliken partial charges, in e, on atoms 1 to 4:
1 La 1.75
2 Au 0.56
3 Cl -0.28
4 Cl 0.03

***

total energy of number 9 (C19H28N3O3P)?
-40043.3849 eV

***

Which formula does entry 9 have?
C19H28N3O3P